[1]
# C21H36P2PtSe

A molecular structure, C21H36P2PtSe (the ωB97M-V functional and the def2-TZVPD basis, OMol25).

Frontier orbital gap (alpha / beta)   7.2 / 5.5 eV
HOMO (alpha / beta)   -6.65 / -7.65 eV

ORCA input file:
```
! RIJCOSX wB97M-V def2-TZVPD def2/J DEFGRID3
* xyz 0 3
P 0.455 -0.375 -2.219
P 1.527 2.616 -0.854
C 0.559 1.246 -3.095
C 1.886 1.616 -2.440
H -0.378 1.719 -2.768
H 0.506 1.193 -4.196
H 2.331 0.673 -2.005
H 2.677 1.999 -3.106
C -0.150 3.405 -1.073
H -0.438 3.959 -0.171
H -0.933 2.649 -1.230
H -0.163 4.097 -1.932
C 2.683 3.996 -1.138
H 2.074 4.649 -1.781
H 3.595 3.694 -1.683
H 3.039 4.523 -0.240
C -0.737 -0.979 -3.614
H -0.828 -2.068 -3.538
H -0.309 -0.754 -4.602
H -1.742 -0.552 -3.568
C 1.705 -1.395 -3.236
H 2.673 -1.446 -2.733
H 1.856 -0.986 -4.246
H 1.336 -2.423 -3.352
Pt 1.807 1.229 0.570
C -2.740 -1.051 -0.257
C -3.142 -1.336 -1.504
C -3.374 -2.727 -2.058
C -2.512 -3.730 -1.272
C -1.079 -3.829 -1.662
C -0.116 -3.067 -1.119
C -0.209 -2.133 0.089
C -1.481 -1.377 0.547
C 2.206 0.112 2.420
H -3.253 -0.246 0.324
H -3.378 -0.488 -2.170
H -3.268 -2.819 -3.150
H -4.401 -3.052 -1.828
H -2.551 -3.425 -0.227
H -2.912 -4.742 -1.334
H -0.769 -4.629 -2.355
H 0.926 -3.115 -1.472
H 0.632 -1.405 0.105
H 0.020 -2.774 0.944
H -1.884 -1.895 1.430
H -1.118 -0.399 0.926
H 2.859 0.636 3.153
H 2.635 -0.878 2.165
H 1.253 -0.052 2.966
Se 1.213 2.723 2.543
C 0.570 2.038 4.202
C -0.766 1.635 4.394
C -1.092 0.779 5.452
C -0.110 0.428 6.394
C 1.124 1.105 6.389
C 1.426 1.976 5.333
H -1.524 1.978 3.693
H -2.105 0.360 5.520
H -0.331 -0.337 7.144
H 1.868 0.902 7.171
H 2.354 2.543 5.355
*
```


[2]
# C9H10O

A single C9H10O molecule (the ωB97M-V functional and the def2-TZVPD basis, OMol25).

SMILES   OC1=C[C@]23[C@@H]4CC[C@]12C[C@@H]43
Frontier orbital gap   8.3 eV
HOMO   -7.54 eV

ORCA input file:
```
! RIJCOSX wB97M-V def2-TZVPD def2/J DEFGRID3
* xyz 0 1
C 1.600 1.068 0.726
C 0.145 1.626 0.370
C 0.391 -0.232 -1.533
C 1.491 -0.420 0.657
C 0.923 -1.195 -0.583
C -1.355 -1.316 0.854
C -0.514 0.382 -0.291
C 0.013 -0.818 0.582
C -1.905 -0.106 -0.057
O -3.170 0.218 -0.402
H 2.235 1.380 -0.050
H 1.766 1.532 1.757
H -0.312 1.732 1.245
H 0.006 2.442 -0.295
H 0.954 0.612 -1.858
H -0.343 -0.663 -2.226
H 2.042 -1.085 1.327
H 1.318 -2.274 -0.838
H -1.656 -2.272 1.304
H -3.629 -0.611 -0.689
*
```


[3]
# C4H10N2

A single C4H10N2 molecule (the ωB97M-V functional and the def2-TZVPD basis, OMol25).

SMILES   CC/C(N)=C/N
Frontier orbital gap   8.1 eV
HOMO   -7.08 eV

ORCA input file:
```
! RIJCOSX wB97M-V def2-TZVPD def2/J DEFGRID3
* xyz 0 1
C 1.170 -1.503 -0.429
C -0.131 -0.966 -1.017
C -0.529 0.317 -0.279
C -0.835 0.332 1.037
N -0.468 1.227 2.063
N -0.439 1.543 -0.945
H 0.994 -1.764 0.629
H 1.568 -2.429 -0.850
H 1.852 -0.651 -0.325
H 0.059 -0.670 -2.053
H -0.946 -1.692 -0.987
H -1.302 -0.572 1.451
H -0.158 2.116 1.690
H 0.285 0.893 2.644
H 0.053 1.609 -1.816
H -1.175 2.212 -0.813
*
```


| no. | E_tot (hartree) |
| --- | --- |
| 1 | -4024.915039 |
| 2 | -423.949826 |
| 3 | -267.866906 |